One molecule with the formula C9H20OSi at a distorted geometry, computed with ωB97M-V with the def2-TZVPD basis set.

Geometry as ORCA input:
```
! wB97M-V def2-TZVPD RIJCOSX def2/J DEFGRID3
* xyz 0 1
Si 1.2510 -0.5010 -0.8369
O -1.2177 2.1075 2.4342
C 1.5343 -1.4051 -2.5182
C 1.8647 1.2860 -0.6634
C -0.6232 -0.2792 -0.3045
C -1.4474 1.3234 1.3784
C 2.0186 -1.7016 0.3695
C -1.2368 -1.6269 -0.0448
C -0.5191 0.5040 1.0081
C -2.0070 3.2301 2.7749
C -1.6471 0.4874 -1.2366
H -1.2869 0.5325 -2.3071
H -3.0404 3.0062 2.4549
H -2.4794 1.3326 0.8684
H -1.6502 1.4565 -0.9524
H -1.7592 3.3120 3.8555
H 2.5557 1.1997 0.1592
H 1.2073 -0.6765 -3.2072
H 2.3019 1.5721 -1.6033
H 0.4773 0.3733 1.5070
H 3.0638 -1.5217 0.5122
H 2.6346 -1.6316 -2.7039
H -0.6743 -2.4924 0.5109
H -2.5274 -0.1092 -1.4314
H -1.6174 4.1854 2.3354
H 1.5623 -2.7170 0.3739
H 1.1725 2.1788 -0.3028
H 0.9465 -2.2646 -2.7058
H -1.5438 -2.0957 -0.9294
H 1.5052 -1.4214 1.3546
H -2.1895 -1.5279 0.5421
*
```

Summary:
structure (SMILES) = CO/C=C/C(C)(C)[Si](C)(C)C
HOMO-LUMO gap = 8.959 eV
relative energy (zero: lowest compared OMol25 entry of this formula, charge and spin) = 307.9 kJ/mol
HOMO level = -8.2 eV



One molecule with the formula C9H20OSi at a distorted geometry, computed with ωB97M-V with the def2-TZVPD basis set.

Geometry as ORCA input:
```
! wB97M-V def2-TZVPD RIJCOSX def2/J DEFGRID3
* xyz 0 1
Si -0.0686 -0.0974 0.1190
O 1.1942 1.9816 1.1506
C -1.4930 0.2626 1.5552
C -1.8367 0.6428 -2.1334
C 2.5567 1.0811 -2.2324
C -2.4803 -0.9097 1.3764
C -0.9585 -0.5316 -1.6237
C 1.1044 1.5414 -0.1723
C 2.3319 1.3897 -0.9450
C 0.8768 -1.5435 0.7219
C 1.2604 -1.5877 2.1754
H -1.1930 0.2368 2.6306
H 2.0832 2.3976 1.2663
H -1.3395 1.6613 -1.9882
H -2.0785 -1.9032 1.4880
H 0.1816 -2.4222 0.5991
H 0.3816 -1.9597 2.7380
H -3.3380 -0.7309 2.0251
H 3.4208 0.9042 -2.7977
H 0.3626 2.1586 -0.7077
H -2.0639 1.1136 1.5882
H 3.2177 1.7708 -0.3795
H -2.6586 0.7193 -1.5725
H 1.6358 -0.6380 2.6095
H -1.4253 -1.4699 -1.6081
H -2.0450 0.4925 -3.1643
H 1.6910 0.9619 -3.0349
H 2.0240 -2.3712 2.3377
H -2.8639 -0.7967 0.3263
H 1.6338 -1.7918 -0.0108
H -0.1135 -0.5623 -2.3367
*
```

Summary:
structure (SMILES) = C=C[C@H](O)[Si](CC)(CC)CC
HOMO-LUMO gap = 9.302 eV
relative energy (zero: lowest compared OMol25 entry of this formula, charge and spin) = 276.7 kJ/mol
HOMO level = -8.4 eV



C9H21AlClNO5P2 as an isolated structure at a distorted geometry, computed with ωB97M-V with the def2-TZVPD basis set.

Geometry as ORCA input:
```
! wB97M-V def2-TZVPD RIJCOSX def2/J DEFGRID3
* xyz 2 1
Cl -0.8977 -0.0314 -1.9331
P -0.1593 -2.2951 0.4105
P -0.3942 2.4876 0.5089
Al -0.4827 0.1919 1.1583
O 2.6054 0.1416 1.2338
O -1.1135 -0.6359 2.7364
O 0.7427 0.4966 3.1667
O 1.7372 0.1531 -2.4330
O 0.1614 -1.1419 4.4870
N -0.0634 -0.4210 3.5712
C -0.2141 -2.9353 -1.3210
C -0.6525 3.0304 -1.1778
C -1.5971 3.3554 1.5702
C 0.6237 0.0973 -3.0535
C 1.2424 3.2001 0.9124
C -1.4544 -3.3258 1.2235
C 1.3708 -3.1476 0.9514
C 0.2970 0.1010 -4.5518
C 1.4555 -0.0634 1.2670
H -1.5399 2.5245 -1.5682
H 0.6225 -2.4843 -1.8624
H 1.9340 2.7964 0.1493
H 2.2094 -2.7631 0.3596
H -0.5164 -0.6935 -4.5931
H 0.2097 2.7134 -1.7732
H -1.6357 4.4215 1.2973
H -1.4231 -4.3927 0.9470
H -0.1540 -4.0197 -1.4148
H -2.4428 -2.9176 0.9652
H -0.0783 1.1842 -4.8553
H 1.5552 -2.9430 2.0115
H 1.5201 2.8644 1.9238
H 1.2872 -4.2332 0.7969
H -2.5815 2.8830 1.4211
H -1.1310 -2.5942 -1.7992
H -1.2962 3.2356 2.6222
H 1.1726 4.2987 0.8462
H -1.3171 -3.2465 2.3084
H -0.7574 4.1185 -1.2367
H 1.1555 -0.0104 -5.2729
*
```

Summary:
HOMO-LUMO gap = 9.007 eV
relative energy (zero: lowest compared OMol25 entry of this formula, charge and spin) = 0.0 kJ/mol
HOMO level = -16.9 eV



One molecule with the formula C9H21B at a distorted geometry, computed with ωB97M-V with the def2-TZVPD basis set.

Geometry as ORCA input:
```
! wB97M-V def2-TZVPD RIJCOSX def2/J DEFGRID3
* xyz 0 1
C 0.7783 -0.3206 2.3907
C 1.6107 1.5284 -0.5649
C 0.4012 -1.1005 1.1740
C 1.5547 -1.9236 0.6793
C 1.2010 -0.3519 -2.0905
C -2.5638 -0.3640 -0.9948
C -2.0796 1.6529 0.4000
C -1.8409 0.1565 0.2214
C 0.5617 0.5820 -1.1040
B -0.2846 -0.1774 0.0464
H 1.2089 2.2160 0.1877
H 0.4860 -0.9853 -2.6269
H -1.6725 1.9976 1.3291
H 2.3990 0.9400 -0.0803
H -1.5652 2.2496 -0.3530
H 1.9188 -0.9836 -1.5806
H 2.4750 -1.3382 0.4915
H -2.1168 -0.4089 1.1086
H -2.0620 -0.1130 -1.9372
H 1.5436 0.4215 2.1381
H -3.1378 1.8826 0.3901
H 1.7254 0.1815 -2.8558
H 1.8516 -2.6693 1.4168
H 1.3220 -2.4670 -0.2336
H -0.0653 0.1888 2.8517
H 2.0648 2.1487 -1.3279
H 1.1920 -0.9579 3.1730
H -3.5773 0.0402 -1.0578
H -2.6061 -1.4623 -0.9473
H -0.2504 1.1859 -1.5942
H -0.4726 -1.7489 1.3505
*
```

Summary:
structure (SMILES) = CC(C)B(C(C)C)C(C)C
HOMO-LUMO gap = 10.057 eV
relative energy (zero: lowest compared OMol25 entry of this formula, charge and spin) = 0.0 kJ/mol
HOMO level = -9.3 eV



One molecule with the formula C9H21BN4O4 at a distorted geometry, computed with ωB97M-V with the def2-TZVPD basis set.

Geometry as ORCA input:
```
! wB97M-V def2-TZVPD RIJCOSX def2/J DEFGRID3
* xyz 0 1
O 1.5875 -2.4322 -0.3492
O 0.5498 2.9320 0.1186
O 0.2570 -1.9715 -2.0908
O -1.2614 3.8794 -1.1262
N -0.9123 -2.4383 1.1974
N 2.0834 1.4701 2.3385
N 1.4549 -0.7199 1.7024
N 2.8488 -0.3692 3.5251
C 0.1046 2.2351 -2.4638
C 0.2814 -0.2019 1.0440
C -1.7001 -3.4925 0.6158
C 0.5984 -1.9401 -0.7377
C -0.1403 0.7829 -1.9766
C -1.4248 0.5952 -1.1930
C 2.1163 0.0908 2.5814
C -0.4215 -1.3236 0.2820
C -1.7119 -0.7766 -0.5123
B -0.1164 3.0325 -1.0719
H 3.1927 0.2237 4.2075
H -1.2420 -4.0246 -0.2745
H 1.1317 -2.2901 -2.4661
H -2.0301 -1.5212 -1.2902
H -2.5065 -0.7531 0.2255
H -0.0831 -2.8224 1.7045
H -0.7272 2.5324 -3.1525
H 0.5711 0.6447 0.3804
H -1.9650 -4.2906 1.3502
H 1.0804 2.5291 -2.9732
H 1.7758 -1.5082 1.0905
H -2.3484 0.9173 -1.6874
H -2.5190 -2.9840 0.2538
H -0.2988 0.0855 1.9170
H -1.4744 1.3573 -0.3878
H 0.7660 0.4963 -1.4458
H -0.1566 0.1415 -2.8467
H 0.2571 3.5728 0.7989
H 2.6676 2.0860 2.9628
H -1.8256 4.3062 -1.8553
H 1.5407 1.9493 1.6049
*
```

Summary:
structure (SMILES) = [H]/N=C(\N)NC[C@](CCCCB(O)O)(NC)C(=O)O
HOMO-LUMO gap = 8.265 eV
relative energy (zero: lowest compared OMol25 entry of this formula, charge and spin) = 232.0 kJ/mol
HOMO level = -8.0 eV



C9H21Br9N3OP as an isolated structure, computed with ωB97M-V with the def2-TZVPD basis set.

Geometry as ORCA input:
```
! wB97M-V def2-TZVPD RIJCOSX def2/J DEFGRID3
* xyz 0 1
Br -1.1309 -0.8258 2.4473
Br -3.4550 4.0096 4.3769
Br -0.3427 3.3694 4.2726
Br -6.9653 1.5254 7.0781
Br -1.3610 6.3531 4.2272
Br -7.2597 2.7394 4.1536
Br -3.9173 0.6503 1.9763
Br -2.9536 0.0040 4.9354
Br -6.7753 -0.3549 4.5516
P 2.5977 -1.2054 -2.3340
O 3.9627 -1.4595 -2.8098
N 1.6416 -0.2648 -3.2976
N 2.6048 -0.3867 -0.9057
N 1.7610 -2.6202 -2.1418
C -2.4078 0.4115 3.1349
C -6.4412 1.3968 5.2641
C 0.6646 -0.7977 -4.2287
C 1.4431 0.2633 -0.3487
C 2.3425 -3.8613 -2.6172
C 3.7766 -0.4471 -0.0576
C 1.9847 1.1274 -3.4762
C -1.7567 4.5511 3.6980
C 0.3671 -2.6775 -1.7260
H 0.7155 0.4452 -1.1366
H -1.7586 4.5271 2.6190
H 0.7568 -1.8785 -4.3175
H -0.0850 -1.6875 -1.7752
H 2.6208 1.2803 -4.3538
H 4.5783 -0.9305 -0.6055
H 3.1723 -3.6622 -3.2912
H -0.1970 -3.3245 -2.4022
H 0.8444 -0.3865 -5.2259
H 1.5838 -4.4691 -3.1161
H 2.7669 -4.4591 -1.7988
H 0.2723 -3.0554 -0.7044
H -0.3631 -0.5636 -3.9299
H -1.9151 1.3699 3.2087
H -5.3745 1.5599 5.2079
H 1.0778 1.7349 -3.5415
H 4.0739 0.5702 0.2301
H 1.0015 -0.3233 0.4613
H 1.7410 1.2505 0.0302
H 3.5591 -0.9761 0.8786
H 2.5488 1.4777 -2.6098
*
```

Summary:
HOMO-LUMO gap = 8.243 eV
HOMO level = -8.6 eV



A 3-piece molecular cluster, C9H21Cl3N2O3 overall, computed with ωB97M-V with the def2-TZVPD basis set.

Geometry as ORCA input:
```
! wB97M-V def2-TZVPD RIJCOSX def2/J DEFGRID3
* xyz 0 1
Cl 0.0421 -3.0278 1.6430
Cl -0.7096 -1.3250 -0.5688
Cl -2.3649 -1.4053 1.8101
O 1.6037 1.1144 -3.2070
O -3.9244 -4.4453 0.8459
O 0.8200 2.2071 0.7388
N -3.3295 -5.3530 2.8154
N 2.7227 2.7775 -1.0539
C 2.6528 3.1156 -2.4647
C 0.3149 1.4002 1.7712
C -1.2980 -2.3249 0.7305
C -4.9964 -3.5469 2.7989
C 2.2701 3.8353 -0.1459
C 1.7416 3.2130 1.1384
C -4.0160 -4.4586 2.0670
C 1.7064 -0.0773 -3.9418
C 2.7962 1.8755 -3.3085
H 3.0534 4.5659 0.0792
H 2.9716 2.1605 -4.3520
H -1.8927 -3.1312 0.3154
H -5.8569 -4.1365 3.1204
H 1.6632 3.5523 -2.6920
H 1.7912 0.1421 -5.0141
H -2.6970 -5.9767 2.3470
H -5.3826 -2.8369 2.0743
H 1.4655 4.4426 -0.5967
H 2.0527 2.0339 -0.8576
H 1.2015 3.9668 1.7149
H -3.2913 -5.2907 3.8160
H 2.5150 -0.7347 -3.6124
H 3.6308 1.2857 -2.9099
H 3.4061 3.8645 -2.7135
H -4.5237 -3.0662 3.6528
H 2.5487 2.7197 1.6856
H 0.7703 -0.6325 -3.8446
H 0.2356 0.3950 1.3612
H 0.9729 1.3604 2.6462
H -0.6661 1.7417 2.1110
*
```

Summary:
structure (SMILES) = COCCNCCOC.ClC(Cl)Cl.CC(N)=O
HOMO-LUMO gap = 9.146 eV
HOMO level = -8.6 eV



C9H21CsIInO2S as an isolated structure at a distorted geometry, computed with ωB97M-V with the def2-TZVPD basis set.

Geometry as ORCA input:
```
! wB97M-V def2-TZVPD RIJCOSX def2/J DEFGRID3
* xyz 0 1
Cs -0.1244 4.4613 -0.1796
I -4.2129 -3.1779 -1.0575
In -0.1814 -0.4588 -1.6425
S 2.4504 2.1991 -2.1439
O 0.3714 -1.7546 -0.1278
O 0.2634 -0.1963 1.9895
C 1.7925 -1.8000 2.9153
C 0.7934 2.1042 0.1505
C -3.7144 -0.2784 -0.1943
C -0.3005 1.6775 -0.9219
C -2.9463 -1.4246 -0.8391
C 1.6187 -1.5395 0.4246
C 2.2867 2.0901 -0.3387
C -2.2907 -1.0139 -2.1423
C 1.5535 -0.7978 1.8097
H 0.8691 -0.6470 -3.0548
H -3.0076 0.2846 0.4006
H 0.5649 3.2275 0.4178
H 2.2328 0.0454 1.8707
H -4.4591 -0.6512 0.4923
H -0.3278 -0.8830 2.3414
H 2.8074 -2.1704 2.8518
H 3.6462 1.7021 -2.4555
H 2.8479 1.2741 0.0773
H -2.3185 -1.8330 -2.8396
H 1.1478 -2.6463 2.7212
H -4.1531 0.3384 -0.9629
H -2.8227 -0.1692 -2.5567
H -0.3074 2.3505 -1.8178
H -2.2043 -1.7340 -0.1254
H 2.0420 -2.5260 0.6227
H -1.3017 1.8038 -0.4631
H 0.6899 1.5610 1.0852
H 1.5906 -1.3616 3.8807
H 2.7763 2.9862 0.0620
H 2.3279 -1.0423 -0.2499
*
```

Summary:
HOMO-LUMO gap = 6.177 eV
relative energy (zero: lowest compared OMol25 entry of this formula, charge and spin) = 98.2 kJ/mol
HOMO level = -7.3 eV



C9H21IMnNOP2Se as an isolated structure at a distorted geometry, computed with ωB97M-V with the def2-TZVPD basis set.

Geometry as ORCA input:
```
! wB97M-V def2-TZVPD RIJCOSX def2/J DEFGRID3
* xyz 3 4
I -1.8342 -0.5607 -2.0616
Se -0.2154 0.3253 4.8545
Mn -0.7568 -0.0093 0.0230
P 0.0276 2.1636 -0.0538
P 0.1150 -2.2445 0.2816
O -3.4609 0.2705 1.3245
N -0.3123 0.0438 1.9324
C -1.3449 3.3022 -0.4210
C -2.4670 0.2388 0.7072
C 0.0971 0.0129 -3.1170
C -1.2314 -3.4631 0.1194
C -0.2465 0.1514 3.1256
C 1.3026 2.5831 -1.2994
C 1.3362 -2.7643 -0.9696
C 0.9119 -2.7678 1.8463
C 0.7712 2.9381 1.4418
H -0.0153 1.0178 -3.5275
H 1.0461 2.1627 -2.2750
H 1.4820 -3.8538 -0.9765
H 2.2422 2.1275 -0.9593
H -1.6815 -3.3797 -0.8738
H 0.3531 -2.3831 2.7086
H 0.9390 -3.8664 1.8804
H 1.4387 3.6698 -1.3883
H -1.7821 3.0688 -1.3992
H -0.8485 -4.4789 0.2708
H 0.2220 2.6361 2.3397
H 1.8007 2.5690 1.5344
H -2.1194 3.1904 0.3485
H -2.0071 -3.2617 0.8656
H 0.7914 4.0357 1.3815
H 1.0136 -2.4308 -1.9618
H 0.9944 -0.0502 -2.5025
H -0.9617 4.3298 -0.4137
H 1.9372 -2.3699 1.8964
H 0.1693 -0.6724 -3.9490
H 2.2935 -2.2810 -0.7332
*
```

Summary:
HOMO-LUMO gap (spin up / spin down) = 6.593 / 6.471 eV
relative energy (zero: lowest compared OMol25 entry of this formula, charge and spin) = 0.0 kJ/mol
expectation value of S² = 3.8507
HOMO level (spin up / spin down) = -19.6 / -19.8 eV



An isolated ion of composition C9H21N2 and charge +1 at a distorted geometry, computed with ωB97M-V with the def2-TZVPD basis set.

Geometry as ORCA input:
```
! wB97M-V def2-TZVPD RIJCOSX def2/J DEFGRID3
* xyz 1 1
N -1.3039 -0.7361 -0.0845
N -2.0195 0.3898 -0.5204
C -1.6756 -1.7430 -1.0811
C 0.7058 2.6693 -0.1312
C -0.0655 1.4259 0.3240
C 1.3873 -0.8677 -0.1822
C 0.1800 0.0480 -0.3971
C -1.6247 1.5749 0.1236
C 2.5102 -0.5486 -1.1690
C -1.4156 -1.1816 1.3283
C 1.9098 -0.7874 1.2304
H -0.6011 -1.9149 1.5406
H -2.1923 -1.2033 -1.9759
H -0.8442 -2.3978 -1.2747
H -2.0126 1.8161 1.0819
H -3.0692 0.2458 -0.4312
H -1.7873 2.4831 -0.5373
H 1.1349 -1.9046 -0.3666
H 0.4053 3.5186 0.4666
H 0.0096 1.3921 1.4126
H -2.5114 -2.4611 -0.9106
H 2.2086 0.2694 1.5205
H 2.9369 0.3005 -0.6657
H 2.6419 -1.4973 1.4211
H -1.1817 -0.4633 1.9873
H 2.0268 -0.3245 -2.0643
H 1.8383 2.5875 -0.1297
H -2.3683 -1.5960 1.4175
H 1.0489 -0.9434 1.9418
H -0.0168 0.3076 -1.5233
H 0.4477 2.8816 -1.1522
H 3.2977 -1.3395 -1.1993
*
```

Summary:
structure (SMILES) = CC(C)[C@@H]1[C@@H](C)CN[N+]1(C)C
HOMO-LUMO gap = 11.445 eV
relative energy (zero: lowest compared OMol25 entry of this formula, charge and spin) = 220.8 kJ/mol
HOMO level = -13.9 eV



A 2-piece molecular cluster, C9H21N2O overall at a distorted geometry, computed with ωB97M-V with the def2-TZVPD basis set.

Geometry as ORCA input:
```
! wB97M-V def2-TZVPD RIJCOSX def2/J DEFGRID3
* xyz 1 1
O 1.5474 -0.4400 -0.0314
N -0.4854 -1.5704 -0.3151
N -3.0657 0.3939 0.2696
C 2.4395 0.6886 -0.0991
C 3.4255 0.4531 1.0864
C 0.2844 -0.5664 -0.5615
C -2.7249 1.0097 1.3232
C 3.1471 0.7255 -1.4727
C -4.3411 0.5915 -0.2436
C -0.1135 -2.6261 0.6315
C -1.7705 -1.7705 -0.9932
C 1.5728 1.9788 0.1343
H 4.0076 -0.5510 1.0326
H -4.2525 1.1123 -1.1987
H 0.9380 2.4580 -0.5852
H 3.1978 -0.2475 -1.8312
H 2.4438 1.2425 -2.0781
H -5.1135 1.1921 0.3727
H 1.0162 1.9915 1.0344
H -2.1792 -2.4135 -0.3150
H -1.8052 0.7479 1.8098
H -3.2909 1.6588 2.0237
H -0.9407 -2.6920 1.3982
H -1.7063 -2.2960 -2.0170
H 4.3517 1.1144 1.1311
H 2.3592 2.8320 0.3169
H 0.0222 0.2230 -1.2252
H 2.9776 0.5566 2.1243
H 4.2328 1.1050 -1.5478
H 0.8195 -2.1856 0.9954
H -2.2957 -0.8648 -1.0129
H -4.7800 -0.3224 -0.3349
H 0.0821 -3.5288 0.1787
*
```

Summary:
HOMO-LUMO gap = 9.869 eV
relative energy (zero: lowest compared OMol25 entry of this formula, charge and spin) = 267.4 kJ/mol
HOMO level = -13.1 eV



A 3-piece molecular cluster, C9H21N2S overall at a distorted geometry, computed with ωB97M-V with the def2-TZVPD basis set.

Geometry as ORCA input:
```
! wB97M-V def2-TZVPD RIJCOSX def2/J DEFGRID3
* xyz 1 1
S 3.0170 1.9591 -0.7648
N 0.7307 0.0475 0.2023
N -1.3641 1.4882 1.5048
C 0.5762 -1.3239 -0.2797
C 3.3198 0.4577 1.6537
C -0.9228 -1.6296 -0.4010
C -1.1068 2.4803 -0.7125
C 2.9298 0.9393 0.5263
C -2.0728 1.9436 0.3025
C -1.0644 2.0995 -1.9776
C 1.2429 -1.4343 -1.6505
C 1.2295 -2.2930 0.7045
H -0.4281 3.2408 -0.3421
H -1.0705 -2.6563 -0.7217
H 1.0556 -3.3147 0.3794
H -2.8029 2.7392 0.5256
H 2.3034 -2.1318 0.7479
H 0.8251 -0.7066 -2.3432
H 0.4076 0.7144 -0.4994
H 2.7426 -0.2125 2.2682
H 2.3169 -1.2774 -1.5682
H 4.3144 0.6856 2.0262
H -0.3758 2.5355 -2.6845
H -1.4170 -1.4946 0.5582
H -2.0355 1.1078 2.1655
H 1.0803 -2.4248 -2.0632
H -2.6241 1.0947 -0.1081
H 0.1965 0.2423 1.0548
H -1.3869 -0.9694 -1.1292
H -0.9211 2.2838 1.9576
H 3.3746 1.0273 -1.6689
H -1.7487 1.3621 -2.3698
H 0.8088 -2.1782 1.7001
*
```

Summary:
HOMO-LUMO gap = 8.009 eV
relative energy (zero: lowest compared OMol25 entry of this formula, charge and spin) = 144.5 kJ/mol
HOMO level = -12.6 eV